Record 1
A 2-piece molecular cluster, C4H10N2O overall. Source: the Open Molecules 2025 dataset; level of theory: ωB97M-V/def2-TZVPD.

Output
2S+1: 2
Net charge: -1
HOMO energy (alpha / beta): 0.8 / -3.9 eV
Relative energy (zero: lowest compared OMol25 entry of this formula, charge and spin): 0.565 eV
Strongest force on any atom: 0.086 hartree/bohr
Calculated total energy: -343.10182 Eh

Geometry (Å):
C -0.727 -2.949 0.848
N 0.209 -2.003 1.081
O -1.740 -2.793 0.143
H -0.447 -3.950 1.226
H 0.121 -1.101 0.586
H 1.088 -2.285 1.389
C -1.226 1.572 0.130
C -0.234 1.525 -1.030
C 1.997 0.923 -0.621
N 0.784 0.514 -0.721
H -2.074 2.282 0.027
H -1.629 0.578 0.312
H -0.657 1.847 1.023
H 0.201 2.523 -1.215
H -0.755 1.193 -1.948
H 2.313 1.968 -0.724
H 2.777 0.154 -0.507

Atomic partial charges in e from the Mulliken method, atoms 1 to 2: 0.011 -0.270



Record 2
An isolated ion of composition C4H10N2O and charge -1. Source: the Open Molecules 2025 dataset; level of theory: ωB97M-V/def2-TZVPD.

Output
2S+1: 2
Net charge: -1
HOMO energy (alpha / beta): 1.2 / -5.6 eV
Relative energy (zero: lowest compared OMol25 entry of this formula, charge and spin): 0.018 eV
Strongest force on any atom: 0.022 hartree/bohr
Calculated total energy: -343.12193 Eh

Geometry (Å):
N -0.970 -1.375 -0.755
C -0.579 -0.370 0.231
C -1.130 -0.636 1.610
C 0.944 -0.346 0.253
N 1.550 0.719 -0.308
C 1.014 1.694 -1.273
O 1.583 -1.197 0.866
H -1.043 -2.304 -0.362
H -1.784 -1.102 -1.285
H -0.965 0.589 -0.120
H -0.827 -1.604 2.008
H -0.760 0.061 2.375
H -2.210 -0.545 1.653
H 2.555 0.614 -0.370
H 0.095 1.324 -1.734
H 1.794 1.858 -2.021
H 0.734 2.620 -0.768

Atomic partial charges in e from the Mulliken method, atoms 1 to 2: -0.577 0.247



Record 3
An isolated ion of composition C4H10N2O and charge -1. Source: the Open Molecules 2025 dataset; level of theory: ωB97M-V/def2-TZVPD.

Output
2S+1: 2
Net charge: -1
HOMO energy (alpha / beta): 0.9 / -3.1 eV
Relative energy (zero: lowest compared OMol25 entry of this formula, charge and spin): 2.494 eV
Strongest force on any atom: 0.111 hartree/bohr
Calculated total energy: -343.03096 Eh

Geometry (Å):
O 2.541 0.226 -0.746
C 1.465 0.095 -0.131
N 0.519 1.039 0.101
C -0.489 1.600 -0.753
N -1.747 1.696 0.144
C 1.012 -1.443 -0.158
C 0.229 -1.780 1.139
H 0.058 1.052 1.017
H -0.136 2.666 -1.111
H -0.618 0.989 -1.771
H -2.323 0.873 -0.235
H -2.346 2.450 -0.228
H 1.675 -2.344 -0.560
H 0.317 -1.361 -0.931
H -0.364 -2.811 0.858
H 0.789 -1.885 1.977
H -0.585 -1.063 1.387

Atomic partial charges in e from the Mulliken method, atoms 1 to 2: -0.585 -0.424



Record 4
An isolated molecule of C4H10N2O. Source: the Open Molecules 2025 dataset; level of theory: ωB97M-V/def2-TZVPD.

Output
2S+1: 1
Net charge: 0
SMILES: CN(C=O)CCN
HOMO energy: -9.1 eV
Relative energy (zero: lowest compared OMol25 entry of this formula, charge and spin): 1.401 eV
Strongest force on any atom: 0.052 hartree/bohr
Calculated total energy: -343.14998 Eh

Geometry (Å):
C 1.593 -1.364 -0.275
N 0.887 -0.230 0.287
C 1.497 0.986 0.314
O 2.636 1.210 -0.105
C -0.518 -0.410 0.714
C -1.531 -0.008 -0.338
N -1.605 1.468 -0.466
H 1.125 -1.706 -1.150
H 2.588 -1.037 -0.449
H 1.625 -2.160 0.499
H 0.914 1.752 0.719
H -0.640 0.199 1.671
H -0.648 -1.464 0.963
H -2.465 -0.386 -0.068
H -1.223 -0.410 -1.342
H -2.096 1.732 -1.278
H -2.141 1.828 0.304

Atomic partial charges in e from the Mulliken method, atoms 1 to 2: -1.030 0.086



Record 5
An isolated molecule of C4H10N2O. Source: the Open Molecules 2025 dataset; level of theory: ωB97M-V/def2-TZVPD.

Output
2S+1: 1
Net charge: 0
SMILES: C[C@](N)(O)/C=C/N
HOMO energy: -8.3 eV
Relative energy (zero: lowest compared OMol25 entry of this formula, charge and spin): 1.441 eV
Strongest force on any atom: 0.012 hartree/bohr
Calculated total energy: -343.14851 Eh

Geometry (Å):
C 0.874 -1.214 -1.249
C 0.618 0.186 -0.661
N -0.323 0.870 -1.536
O 1.812 0.940 -0.658
C 0.197 0.063 0.784
C -1.035 0.249 1.245
N -1.389 0.235 2.583
H 1.699 -1.683 -0.720
H 1.125 -1.126 -2.303
H -0.013 -1.834 -1.145
H -0.564 1.772 -1.141
H -1.171 0.328 -1.646
H 2.031 1.135 -1.577
H 1.007 -0.170 1.458
H -1.859 0.496 0.586
H -2.322 -0.087 2.786
H -0.688 -0.159 3.194

Atomic partial charges in e from the Mulliken method, atoms 1 to 2: -1.330 1.228



Record 6
An isolated molecule of C4H10N2O. Source: the Open Molecules 2025 dataset; level of theory: ωB97M-V/def2-TZVPD.

Output
2S+1: 1
Net charge: 0
SMILES: NCCNCC=O
HOMO energy: -9.0 eV
Relative energy (zero: lowest compared OMol25 entry of this formula, charge and spin): 2.822 eV
Strongest force on any atom: 0.076 hartree/bohr
Calculated total energy: -343.09775 Eh

Geometry (Å):
N 0.267 -0.480 2.302
C 0.833 -1.376 1.303
C 1.051 -0.630 -0.098
N -0.170 0.029 -0.481
C -0.420 0.882 -1.588
C -1.550 1.945 -1.369
O -1.675 2.857 -2.129
H 0.344 -0.801 3.256
H -0.732 -0.352 2.180
H 0.147 -2.159 0.987
H 1.781 -1.755 1.675
H 1.581 -1.382 -0.699
H 1.683 0.260 0.033
H -0.822 -0.750 -0.621
H 0.528 1.401 -1.891
H -0.842 0.438 -2.524
H -2.006 1.872 -0.335

Atomic partial charges in e from the Mulliken method, atoms 1 to 2: -0.553 -0.544



Record 7
C4H10N2O as an isolated structure. Source: the Open Molecules 2025 dataset; level of theory: ωB97M-V/def2-TZVPD.

Output
2S+1: 1
Net charge: 0
HOMO energy: -8.1 eV
Relative energy (zero: lowest compared OMol25 entry of this formula, charge and spin): 9.751 eV
Strongest force on any atom: 0.131 hartree/bohr
Calculated total energy: -342.84312 Eh

Geometry (Å):
C -2.693 1.593 -0.185
N -2.624 0.987 -1.339
C 0.349 0.669 -0.457
C 1.439 -0.177 0.058
C 2.496 0.135 0.801
N 0.910 -2.590 0.278
O -1.761 2.159 0.428
H -3.592 1.510 0.499
H -3.450 0.447 -1.582
H 0.560 1.058 -1.465
H -0.505 -0.017 -0.472
H 0.123 1.610 0.084
H 1.251 -1.441 0.190
H 3.103 -0.708 1.111
H 2.693 1.150 1.149
H 0.873 -3.412 -0.306
H 0.826 -2.974 1.209

Atomic partial charges in e from the Mulliken method, atoms 1 to 2: 0.212 -0.650



Record 8
An isolated molecule of C4H10N2O. Source: the Open Molecules 2025 dataset; level of theory: ωB97M-V/def2-TZVPD.

Output
2S+1: 1
Net charge: 0
SMILES: NCCCC(N)=O
HOMO energy: -8.9 eV
Relative energy (zero: lowest compared OMol25 entry of this formula, charge and spin): 1.951 eV
Strongest force on any atom: 0.068 hartree/bohr
Calculated total energy: -343.12975 Eh

Geometry (Å):
N -1.223 0.500 1.075
C -0.993 -0.983 1.032
C 0.256 -1.289 0.190
C 0.330 -0.462 -1.118
C 0.794 0.981 -1.243
N 1.289 1.600 -0.142
O 0.723 1.493 -2.344
H -2.204 0.631 0.867
H -1.065 1.416 1.428
H -1.874 -1.247 0.462
H -0.938 -1.295 2.071
H 0.239 -2.334 -0.116
H 1.144 -1.037 0.770
H -0.520 -0.643 -1.771
H 1.154 -0.974 -1.638
H 1.781 2.470 -0.258
H 1.107 1.171 0.737

Atomic partial charges in e from the Mulliken method, atoms 1 to 2: -0.469 -0.435



Record 9
An isolated molecule of C4H10N2O. Source: the Open Molecules 2025 dataset; level of theory: ωB97M-V/def2-TZVPD.

Output
2S+1: 1
Net charge: 0
SMILES: CCC(=O)NCN
HOMO energy: -9.2 eV
Relative energy (zero: lowest compared OMol25 entry of this formula, charge and spin): 2.391 eV
Strongest force on any atom: 0.081 hartree/bohr
Calculated total energy: -343.11359 Eh

Geometry (Å):
C -0.253 0.218 -2.221
C -1.162 0.877 -1.217
C -0.468 0.909 0.265
O 0.079 1.960 0.566
N -0.507 -0.214 1.039
C 0.620 -1.118 1.149
N 1.228 -0.885 2.407
H 0.053 -0.854 -2.022
H -0.762 0.190 -3.218
H 0.744 0.728 -2.417
H -1.283 1.931 -1.548
H -2.118 0.354 -1.222
H -0.915 -0.076 1.978
H -0.005 -1.990 1.006
H 1.338 -1.026 0.338
H 1.207 0.109 2.600
H 2.203 -1.113 2.518

Atomic partial charges in e from the Mulliken method, atoms 1 to 2: -1.081 -0.270



Record 10
An isolated molecule of C4H10N2O. Source: the Open Molecules 2025 dataset; level of theory: ωB97M-V/def2-TZVPD.

Output
2S+1: 1
Net charge: 0
SMILES: [H]/N=C/NOC(C)C
HOMO energy: -9.1 eV
Relative energy (zero: lowest compared OMol25 entry of this formula, charge and spin): 5.612 eV
Strongest force on any atom: 0.131 hartree/bohr
Calculated total energy: -342.99521 Eh

Geometry (Å):
H -3.034 1.249 -2.297
N -2.033 1.343 -2.202
C -1.811 0.675 -1.170
N -0.429 0.617 -0.753
O -0.493 0.491 0.585
C 0.556 -0.222 1.032
C 1.798 0.434 0.725
C 0.313 -1.595 0.445
H -2.486 0.134 -0.276
H -0.024 1.475 -1.067
H 0.598 -0.169 2.203
H 2.679 -0.465 0.495
H 1.567 0.767 -0.271
H 1.934 1.197 1.388
H 1.104 -2.168 1.009
H -0.705 -2.100 0.778
H 0.466 -1.660 -0.623

Atomic partial charges in e from the Mulliken method, atoms 1 to 2: 0.274 -0.623